A molecular structure, C32H64Cu2O27S5, computed with the ωB97M-V functional and the def2-TZVPD basis.

Properties
Highest occupied orbital energy (spin up / spin down), eV: -3.4 / -3.4
Frontier orbital gap (spin up / spin down), eV: 6.96 / 6.93

Geometry as ORCA input:
```
! RIJCOSX wB97M-V def2-TZVPD def2/J DEFGRID3
* xyz -2 3
Cu 0.0692 -0.9940 2.3582
Cu 0.1181 1.8659 -2.4261
S 2.2459 2.9849 -3.7323
O 3.2341 2.4755 -4.6764
O 0.8496 2.7265 -4.1339
O 2.2179 2.3590 -2.3968
O 2.4683 4.4400 -3.6624
S -0.9822 -3.2480 3.5220
O -0.3902 -3.0331 2.1758
O -0.3751 -4.3729 4.2154
O -0.7502 -1.9059 4.0502
O -2.4089 -3.5159 3.4755
S 0.2109 0.3110 -0.0853
O 0.9629 0.6284 1.1513
O -0.4263 -0.9400 0.3075
O -0.6939 1.3788 -0.5499
O 1.0898 0.1921 -1.2541
C 2.7556 -3.8533 1.8951
C 2.9060 -3.6408 3.4024
C 2.9940 -2.1404 3.5738
O 2.3787 -1.5853 2.3956
C 2.8440 -2.4134 1.3172
H 1.7617 -4.2817 1.7831
H 3.5695 -4.4475 1.4803
H 3.7312 -4.2097 3.8392
H 2.0189 -3.9903 3.9335
H 3.9760 -1.6637 3.6732
H 2.4679 -1.8256 4.4779
H 3.8926 -2.2264 1.0866
H 2.1734 -2.4533 0.4613
C -0.7948 6.1673 -1.1051
C -0.4183 5.5608 0.2494
C 0.3923 4.3103 -0.1093
O -0.0678 3.9513 -1.3891
C -0.2920 5.1418 -2.1351
H -0.4070 7.1666 -1.3016
H -1.8791 6.2441 -1.2296
H -1.2966 5.2680 0.8271
H 0.1890 6.2301 0.8615
H 0.2662 3.4612 0.5628
H 1.4771 4.4803 -0.1317
H -0.9887 4.9566 -2.9508
H 0.6573 5.4249 -2.6022
C -3.7646 3.8720 -2.7570
C -3.5718 3.5340 -4.2267
C -2.2764 2.6800 -4.2923
O -1.8861 2.4836 -2.9502
C -2.9964 2.7492 -2.0656
H -4.8174 3.8266 -2.4808
H -3.3259 4.8452 -2.5377
H -3.6180 4.3714 -4.9207
H -4.4198 2.8879 -4.4882
H -1.5473 3.3789 -4.7112
H -2.3964 1.7740 -4.8848
H -2.5578 3.0720 -1.1226
H -3.5594 1.8382 -1.8555
C 0.8722 -5.5707 -1.7442
C 0.5090 -4.0918 -1.7420
C 1.7230 -3.3602 -2.3254
O 2.7949 -4.3167 -2.1920
C 2.2042 -5.5729 -2.4710
H 0.1230 -6.3055 -2.0438
H 1.1003 -5.9390 -0.7369
H 0.2807 -3.8791 -0.6941
H -0.3994 -3.8787 -2.3095
H 1.9472 -2.4340 -1.7983
H 1.5461 -3.0964 -3.3731
H 2.8291 -6.3886 -2.1058
H 2.0080 -5.7613 -3.5372
C -1.1201 -1.1929 -5.3989
C -1.9423 -1.7364 -4.2270
C -1.4687 -0.9374 -2.9740
O -0.4958 -0.0203 -3.5088
C 0.0605 -0.5255 -4.7161
H -1.7115 -0.3840 -5.8288
H -0.7468 -1.9354 -6.1021
H -1.7998 -2.7922 -3.9993
H -2.9751 -1.5296 -4.5073
H -1.0074 -1.6297 -2.2680
H -2.2573 -0.3840 -2.4692
H 0.8497 -1.2289 -4.4266
H 0.5323 0.2768 -5.2807
C 0.6857 1.6446 5.9990
C 1.6667 2.3050 5.0154
C 2.0207 1.1855 4.0505
O 0.9664 0.2614 4.0685
C 0.3765 0.2743 5.4105
H -0.2065 2.2680 6.0766
H 1.0604 1.5213 7.0164
H 2.4810 2.8219 5.5237
H 1.1828 3.1000 4.4395
H 2.9937 0.7404 4.3203
H 2.2915 1.5518 3.0578
H 0.7510 -0.5831 5.9649
H -0.6714 0.1438 5.1563
C -2.3392 2.5083 3.5561
C -3.2304 1.3641 4.0411
C -3.0307 0.2326 3.0634
O -1.6602 0.4250 2.6322
C -1.4073 1.8344 2.5307
H -1.8122 2.9843 4.3789
H -3.0170 3.2086 3.0619
H -4.2746 1.6312 4.2270
H -2.9238 1.0283 5.0388
H -3.5954 0.3844 2.1357
H -3.0474 -0.7769 3.4703
H -1.4962 2.2501 1.5294
H -0.3817 2.0006 2.8514
C -3.0645 -2.4255 -0.3173
C -4.0794 -2.9350 0.7122
O -4.7488 -3.9788 0.0050
S -4.4827 -3.9711 -1.6080
O -5.6689 -3.7780 -2.3951
O -3.6538 -5.1046 -1.9552
O -3.5708 -2.6197 -1.6219
H -2.1195 -2.9704 -0.2241
H -2.7729 -1.3958 -0.1065
H -4.7991 -2.1605 0.9789
H -3.4932 -3.3844 1.5161
C 3.9354 0.5458 0.2017
C 4.4982 -0.3189 -0.8900
O 5.7104 -0.9012 -0.3503
S 6.2843 -0.0207 0.8780
O 7.5220 0.5963 0.4872
O 6.2999 -0.8278 2.0550
O 5.0752 1.0339 0.9792
H 3.2410 0.0737 0.8994
H 3.3540 1.4501 0.0225
H 4.7762 0.2616 -1.7730
H 3.9091 -1.1618 -1.2414
*
```

---

A molecular structure, C32H64I2NO21P, computed with the ωB97M-V functional and the def2-TZVPD basis.

Properties
Highest occupied orbital energy, eV: -8.9
Frontier orbital gap, eV: 8.83

Geometry as ORCA input:
```
! RIJCOSX wB97M-V def2-TZVPD def2/J DEFGRID3
* xyz 0 1
C -4.0055 -1.7076 -2.8791
O -2.8620 -1.3366 -3.7046
C -1.9044 -2.4671 -3.8118
C -2.3832 -3.2852 -5.1658
C -1.8043 -4.8041 -5.2205
C -0.4609 -5.0568 -4.3469
C -0.7145 -5.4804 -2.8004
C -0.3214 -7.0083 -2.4293
O 0.9813 -7.0266 -1.7466
C 0.8054 -7.0702 -0.3004
O 1.5916 -6.3578 0.4272
O -2.2081 -2.5111 -6.3891
C -0.8087 -2.2741 -6.7146
C -0.5016 -3.0523 -8.1016
I -2.1455 -2.8773 -9.5884
C 0.9489 -2.7573 -8.7634
C 0.9520 -1.6172 -9.9259
I 1.5727 -4.6341 -9.7695
P -0.4441 -0.4107 -6.7165
N -1.3875 0.4622 -7.6779
O 1.2006 -0.0203 -7.1856
O -0.6679 0.1761 -5.1119
H -3.7280 -2.1116 -1.8311
H -4.7114 -2.4456 -3.4322
H -4.6277 -0.7373 -2.7357
H -2.1021 -3.1053 -2.8462
H -0.8075 -2.1113 -3.8818
H -3.5453 -3.3948 -5.0277
H -2.6312 -5.4953 -4.7494
H -1.6581 -5.2194 -6.3043
H 0.0927 -5.9642 -4.8499
H 0.2979 -4.1867 -4.3442
H -0.0298 -4.7949 -2.1350
H -1.7996 -5.2676 -2.4439
H -1.1071 -7.3986 -1.6477
H -0.3395 -7.7519 -3.3123
H -0.0287 -7.6722 0.2296
H -0.0924 -2.7454 -5.9090
H -0.5016 -4.1966 -7.8345
H 1.7395 -2.5631 -7.9429
H 2.0412 -1.1922 -9.9571
H 0.2628 -0.7237 -9.6330
H 0.7216 -2.0495 -10.9714
H -2.0217 -0.1920 -8.1729
H 1.5973 0.3921 -6.3582
H -0.1920 1.0612 -5.0963
C -3.0911 4.2368 1.6263
C -2.2614 4.2174 0.3547
O -2.1703 2.8898 -0.1777
C -3.2586 2.4513 -0.8435
O -4.2818 3.0760 -1.0319
O -3.0222 1.1835 -1.2414
C -4.1362 0.5545 -1.8817
H -2.7037 3.5130 2.3486
H -3.0810 5.2311 2.0783
H -4.1296 3.9610 1.4259
H -1.2410 4.5365 0.5842
H -2.6553 4.9105 -0.3958
H -4.5149 1.1630 -2.7094
H -4.9267 0.3641 -1.1482
H -3.7933 -0.4348 -2.2987
C 2.7475 3.5191 6.1092
C 2.7868 4.4521 4.9115
O 2.8341 3.7111 3.6860
C 1.6618 3.1845 3.2776
O 0.5943 3.2910 3.8445
O 1.8862 2.4939 2.1410
C 0.7398 1.8017 1.6503
H 3.5792 2.8103 6.0709
H 2.8052 4.0857 7.0413
H 1.8274 2.9294 6.1220
H 3.6987 5.0540 4.9518
H 1.9409 5.1472 4.9124
H -0.1150 2.4739 1.5416
H 0.4948 0.9702 2.3168
H 0.9849 1.3959 0.6666
C 4.1766 -0.4925 3.1953
C 5.0390 -0.4836 1.9453
O 5.2202 -1.8118 1.4378
C 4.1763 -2.3209 0.7526
O 3.1250 -1.7572 0.5293
O 4.4918 -3.5782 0.3801
C 3.4285 -4.2690 -0.2746
H 4.5859 -1.1812 3.9391
H 4.1179 0.5077 3.6305
H 3.1611 -0.8308 2.9738
H 6.0331 -0.1026 2.1948
H 4.6256 0.1739 1.1736
H 3.0390 -3.6916 -1.1175
H 2.6344 -4.4903 0.4409
H 3.8225 -5.2125 -0.6571
C -8.2032 5.7016 1.1891
C -7.2637 5.0825 2.2090
O -6.7020 6.0868 3.0633
C -7.5130 6.5420 4.0391
O -8.6490 6.1747 4.2538
O -6.8509 7.4994 4.7215
C -7.6340 8.1364 5.7283
H -7.6983 6.4987 0.6366
H -8.5564 4.9472 0.4825
H -9.0729 6.1523 1.6739
H -6.4281 4.6068 1.6886
H -7.7616 4.3053 2.7980
H -8.0812 7.4053 6.4067
H -8.4069 8.7539 5.2624
H -6.9748 8.7856 6.3083
C 7.5747 1.1258 9.3004
C 8.4368 1.1322 8.0502
O 8.6176 -0.1965 7.5454
C 7.5739 -0.7072 6.8616
O 6.5227 -0.1447 6.6368
O 7.8903 -1.9655 6.4923
C 6.8293 -2.6589 5.8394
H 7.9843 0.4383 10.0454
H 7.5162 2.1268 9.7336
H 6.5592 0.7872 9.0796
H 9.4310 1.5135 8.2985
H 8.0233 1.7882 7.2772
H 6.4393 -2.0854 4.9947
H 6.0336 -2.8797 6.5564
H 7.2250 -3.6032 5.4601
*
```

---

3 unconnected molecules or ions with the total composition C32H64N3O10S, computed with the ωB97M-V functional and the def2-TZVPD basis.

Properties
Highest occupied orbital energy, eV: -11.6
Frontier orbital gap, eV: 9.31

Geometry as ORCA input:
```
! RIJCOSX wB97M-V def2-TZVPD def2/J DEFGRID3
* xyz 1 1
C 5.5976 -1.9916 1.2317
C 4.7761 -2.1766 -0.0452
C 4.8301 -0.9648 -0.9725
C 3.9604 0.1951 -0.4893
C 4.1726 1.5012 -1.2835
C 4.4780 2.7398 -0.4194
C 3.2319 3.5995 -0.1652
C 3.0369 4.8053 -1.1128
C 1.8693 4.6480 -2.1065
C 0.5533 5.3074 -1.6824
C -0.1602 4.4530 -0.6197
C -1.1037 3.4414 -1.2623
C -1.6881 2.4241 -0.2741
C -0.7550 1.2996 0.2848
C -0.1116 1.7816 1.6088
C 0.6356 0.7083 2.4252
C 0.1471 0.5402 3.8785
C -0.0803 -0.9095 4.3194
O 0.9884 -1.4652 5.0697
C 0.3993 0.9520 -0.6650
C 0.0275 0.3129 -1.9944
N 0.9600 -0.7019 -2.3643
N -1.3774 -0.3595 -1.8461
S -1.6991 -1.3363 -3.3450
C -3.4639 -1.2547 -3.4429
O -1.2616 -2.6622 -3.0975
O -1.1233 -0.5321 -4.3688
C -1.4454 -1.0841 -0.5142
C -2.5820 -2.0903 -0.3547
C -2.2825 -3.0995 0.7719
O -3.4952 -3.6034 1.2736
C -1.3697 -4.2029 0.2637
N -0.8231 -4.9820 1.3695
C -1.6009 0.0260 0.5362
H 6.6592 -2.1416 1.0342
H 5.3080 -2.7224 1.9877
H 5.4617 -0.9982 1.6629
H 3.7363 -2.3929 0.2236
H 5.1534 -3.0561 -0.5707
H 5.8657 -0.6203 -1.0556
H 4.4994 -1.2484 -1.9761
H 4.1140 0.3659 0.5796
H 2.9130 -0.1244 -0.5899
H 4.9609 1.3477 -2.0237
H 3.2621 1.7068 -1.8586
H 5.2387 3.3405 -0.9225
H 4.9127 2.4297 0.5330
H 2.3644 2.9387 -0.2622
H 3.2211 3.9469 0.8704
H 3.9544 4.9648 -1.6818
H 2.8878 5.7103 -0.5204
H 2.1691 5.0105 -3.0914
H 1.6855 3.5721 -2.2406
H 0.7556 6.2955 -1.2656
H -0.0776 5.4139 -2.5692
H -0.7172 5.0697 0.0817
H 0.6192 3.9245 -0.0731
H -0.5878 2.9630 -2.1017
H -1.9410 3.9875 -1.7050
H -2.5984 1.9933 -0.7154
H -2.0506 2.9949 0.5859
H -0.8717 2.2821 2.2124
H 0.6051 2.5609 1.3521
H 0.5923 -0.2675 1.9318
H 1.6929 0.9802 2.4418
H -0.7800 1.0987 4.0293
H 0.8676 0.9855 4.5691
H -0.2695 -1.5482 3.4442
H -0.9656 -0.9722 4.9540
H 1.8007 -0.9708 4.8947
H 0.9941 1.8412 -0.8691
H 1.0569 0.2525 -0.1381
H -0.0888 1.0418 -2.7915
H 1.1684 -0.7026 -3.3544
H 1.8252 -0.6206 -1.8451
H -2.0805 0.3862 -1.8400
H -3.7056 -0.5694 -4.2528
H -3.8105 -2.2662 -3.6465
H -3.8937 -0.8963 -2.5108
H -0.4850 -1.5885 -0.3992
H -3.5008 -1.5725 -0.0724
H -2.7520 -2.6840 -1.2506
H -1.7746 -2.6016 1.6070
H -3.8043 -4.3401 0.7189
H -1.9832 -4.8603 -0.3594
H -0.5871 -3.8048 -0.4000
H -0.4251 -5.8496 1.0280
H -0.0569 -4.4827 1.8097
H -2.6569 0.3136 0.5412
H -1.4140 -0.4212 1.5116
C -3.3934 4.7141 4.9092
C -3.8024 3.6612 3.8937
O -3.1792 4.1423 2.6936
C -2.1426 4.9464 3.0410
O -1.3357 5.3709 2.2770
O -2.1544 5.1867 4.3647
H -3.2274 4.3243 5.9087
H -4.0946 5.5479 4.9516
H -3.3919 2.6777 4.1293
H -4.8749 3.5835 3.7428
C -2.1908 -8.2493 -2.4628
C -2.6551 -7.3410 -3.5879
O -3.8182 -6.7267 -3.0166
C -3.7173 -6.7807 -1.6712
O -4.4253 -6.1939 -0.9138
O -2.6786 -7.5594 -1.3033
H -1.1124 -8.3574 -2.3969
H -2.6566 -9.2341 -2.5018
H -1.9281 -6.5604 -3.8186
H -2.9291 -7.8665 -4.4975
*
```

---

4 unconnected molecules or ions with the total composition C32H64O12, computed with the ωB97M-V functional and the def2-TZVPD basis.

Properties
Highest occupied orbital energy, eV: -9.2
Relative energy (zero: lowest compared OMol25 entry of this formula, charge and spin), kcal/mol: 0.0
Frontier orbital gap, eV: 8.46

Geometry as ORCA input:
```
! RIJCOSX wB97M-V def2-TZVPD def2/J DEFGRID3
* xyz 0 1
C -2.6451 -3.2337 3.3185
C -3.1881 -3.1205 1.8831
C -2.6071 -1.9294 1.0746
C -1.8075 -2.3385 -0.1665
C -0.6967 -1.3578 -0.5428
C 0.5145 -1.3867 0.4210
C 0.6502 -0.1141 1.2496
C 1.9030 -0.1089 2.1265
C 1.8471 0.8475 3.3264
C 1.2054 2.1958 3.0324
C 1.0767 3.0784 4.2231
C 1.2805 2.8661 5.5262
C 0.9602 4.1113 6.2578
O 1.1665 4.4336 7.3810
O 0.4022 5.0053 5.3337
C 0.6063 4.4891 4.0814
O 0.4670 5.1180 3.0767
H -1.8933 -4.0205 3.3939
H -2.1960 -2.3000 3.6566
H -3.4372 -3.4945 4.0219
H -4.2736 -3.0298 1.9082
H -2.9459 -4.0366 1.3437
H -1.9894 -1.3336 1.7499
H -3.4282 -1.2776 0.7667
H -2.4970 -2.4095 -1.0138
H -1.3884 -3.3393 -0.0283
H -1.1240 -0.3479 -0.5538
H -0.3807 -1.5517 -1.5702
H 0.3796 -2.2364 1.0941
H 1.4244 -1.5292 -0.1663
H -0.2313 -0.0371 1.8978
H 0.6232 0.7612 0.5955
H 2.7766 0.1315 1.5133
H 2.0516 -1.1260 2.4995
H 2.8606 1.0185 3.7004
H 1.3021 0.3514 4.1368
H 0.1989 2.0821 2.6182
H 1.7722 2.7391 2.2685
H 1.6059 1.9510 5.9947
C 1.2479 -8.2078 3.9291
O 2.2188 -7.3325 3.4048
C 1.7830 -6.7139 2.2088
C 2.7064 -5.5807 1.8253
O 2.4632 -4.3783 2.5399
C 2.9577 -4.3188 3.8689
C 4.4448 -4.0624 3.9562
O 5.1719 -5.2584 3.7501
C 6.5448 -5.0138 3.5514
H 0.9979 -9.0003 3.2138
H 1.6645 -8.6612 4.8260
H 0.3313 -7.6682 4.1958
H 0.7659 -6.3210 2.3366
H 1.7708 -7.4574 1.3989
H 2.5090 -5.3337 0.7801
H 3.7503 -5.8889 1.9121
H 2.6890 -5.2148 4.4324
H 2.4485 -3.4654 4.3226
H 4.6825 -3.6608 4.9520
H 4.7255 -3.3148 3.2026
H 6.7130 -4.4111 2.6510
H 7.0354 -5.9769 3.4288
H 6.9862 -4.4972 4.4120
C -0.3890 6.1269 0.1314
O 0.4290 7.0958 -0.4872
C 1.5771 7.3769 0.2926
C 2.5781 8.1813 -0.5034
O 3.3640 7.3991 -1.3915
C 2.7510 7.0325 -2.6167
C 2.7544 8.1324 -3.6539
O 1.7037 9.0506 -3.4155
C 1.8431 10.2224 -4.1831
H -0.7167 6.4555 1.1212
H -1.2610 5.9791 -0.5040
H 0.1426 5.1745 0.2347
H 2.0458 6.4412 0.6229
H 1.2807 7.9478 1.1837
H 3.2914 8.6135 0.2013
H 2.0808 8.9979 -1.0312
H 1.7361 6.6617 -2.4566
H 3.3590 6.2125 -3.0047
H 2.6256 7.6869 -4.6511
H 3.7218 8.6501 -3.6254
H 2.7637 10.7585 -3.9237
H 0.9894 10.8609 -3.9660
H 1.8545 9.9972 -5.2565
C -4.4080 1.3484 -5.2881
O -4.2821 -0.0274 -5.5624
C -3.1340 -0.5856 -4.9518
C -3.1723 -2.0952 -5.0168
O -3.9915 -2.6906 -4.0224
C -5.3918 -2.6585 -4.2535
C -5.8699 -3.6886 -5.2510
O -5.6516 -3.2420 -6.5765
C -5.8279 -4.2754 -7.5167
H -3.5342 1.9073 -5.6435
H -5.2923 1.7078 -5.8099
H -4.5312 1.5281 -4.2135
H -3.0759 -0.2729 -3.9010
H -2.2350 -0.2262 -5.4731
H -2.1639 -2.4587 -4.8078
H -3.4553 -2.4303 -6.0169
H -5.7221 -1.6596 -4.5460
H -5.8432 -2.8987 -3.2888
H -6.9450 -3.8626 -5.1002
H -5.3362 -4.6319 -5.0777
H -5.1035 -5.0830 -7.3577
H -5.6713 -3.8499 -8.5056
H -6.8408 -4.6923 -7.4658
*
```

---

The evaluated DFT total energy for the records listed, in turn: -232960.034 -104191.976 -69996.089 -58787.204 eV.